This record from the OMol25 dataset describes the molecule C8H17N4OP. The level of theory is ωB97M-V with the def2-TZVPD basis set.

Geometry as XYZ:
```
31
Properties=species:S:1:pos:R:3
C 4.13403 0.45019 -0.84341
N 2.68322 0.35433 -0.49724
C 2.03877 -0.61213 -1.41331
P 2.59278 -0.29498 1.11611
O 1.24407 0.45921 1.68034
N 0.09805 -0.37741 1.60337
N 0.26593 -1.48964 0.92035
N -0.81461 -1.90987 0.43902
C -1.89714 -1.07952 0.90226
C -3.10914 -0.91123 -0.10869
C -2.75813 -0.05691 -1.28610
C -2.38382 1.30837 -0.75557
C -1.24438 1.32258 0.26672
C -1.21260 0.25705 1.36799
H 4.14289 0.84534 -1.88016
H 4.59577 0.94922 -0.08508
H 4.53207 -0.60789 -0.94040
H 0.90491 -0.40159 -1.39505
H 2.44623 -0.50733 -2.44607
H 2.11766 -1.65202 -1.29809
H 3.43170 0.77092 1.62390
H -2.28416 -1.59105 1.69046
H -4.00030 -0.52423 0.47373
H -3.53777 -1.91414 -0.34828
H -3.71019 -0.04229 -1.99593
H -2.00851 -0.58217 -1.92837
H -2.16464 1.78601 -1.66245
H -3.25148 1.86508 -0.32302
H -0.27018 1.37554 -0.28450
H -1.17836 2.40161 0.73642
H -1.55966 0.72854 2.33058
```

The calculation puts the frontier orbital gap at 0.3394 Eh. The LUMO energy comes out at 0.8890 eV. The calculation puts the energy above the lowest of the compared OMol25 structures with the same formula, charge and spin at 87.7 kcal per mole. As for the multiplicity: 1. The total charge is 0. The value obtained for the highest occupied orbital energy is -8.35 eV. As for the SMILES: CN(C)PON1N=N[C@@H]2CCCC[C@@H]21. The calculation puts the max |F| at 4.80 eV/A.



This record from the OMol25 dataset describes a cluster of 5 separate species, C8H17N5O8 in total. The level of theory is ωB97M-V with the def2-TZVPD basis set.

Geometry as XYZ:
```
38
Properties=species:S:1:pos:R:3
C -0.82289 -0.50629 -0.24276
N -0.39089 0.62071 0.75824
O 0.00211 1.70771 0.35224
O -0.56189 0.29471 1.98124
H 0.11511 -0.82929 -0.46676
H -1.54989 -0.24129 -0.95076
H -1.35989 -1.11029 0.39324
C 0.69411 3.84471 -1.65676
N 1.16611 2.90871 -2.78676
O 1.92711 3.46271 -3.44176
O 1.01611 1.77971 -2.64676
H -0.41689 3.73871 -1.54976
H 0.82111 4.93671 -1.67176
H 1.43511 3.73271 -0.94276
C 0.78811 -2.78429 3.16824
N 2.16711 -2.60329 2.58624
O 2.30611 -2.36429 1.44024
O 3.01211 -2.42429 3.44224
H 0.31711 -1.79729 3.14224
H 0.92611 -3.11329 4.11924
H 0.41211 -3.41229 2.46924
C -0.50089 3.92471 2.73524
N -0.85789 4.63771 1.50724
O -0.00589 5.36671 0.94624
O -1.92289 4.44671 0.93424
H -0.42089 4.60371 3.56024
H 0.20011 3.34071 2.45624
H -1.36989 3.39171 3.02424
C -1.32989 -3.02929 -3.30576
C -0.09989 -2.49129 -2.60176
C 0.37011 -3.53229 -1.56276
N -0.76789 -4.37929 -1.41376
C -1.67989 -4.23129 -2.44476
H -1.95989 -2.45629 -4.10676
H 0.62811 -1.53729 -2.85776
H 1.22711 -3.75129 -0.96476
H -0.74389 -5.46129 -0.90276
H -2.76889 -4.68329 -2.49876
```

The calculation puts the frontier orbital gap at 0.2948 Eh. The LUMO energy comes out at -0.2228 eV. As for the multiplicity: 1. The total charge is 0. The value obtained for the highest occupied orbital energy is -8.25 eV. As for the SMILES: C[N+](=O)[O-].C[N+](=O)[O-].C[N+](=O)[O-].C[N+](=O)[O-].c1cc[nH]c1. The calculation puts the max |F| at 7.41 eV/A.



This record from the OMol25 dataset describes the molecule C8H17NO. The level of theory is ωB97M-V with the def2-TZVPD basis set.

Geometry as XYZ:
```
27
Properties=species:S:1:pos:R:3
C 0.47425 1.16137 -0.79450
C 0.39010 1.36675 -2.30263
C -0.35433 2.07919 -0.00117
C 0.11151 -0.51054 -0.51530
N 1.28026 -1.19539 -0.98365
C -1.09045 -0.93040 -1.07718
H 1.51270 1.18989 -0.46395
H 1.13246 -2.18924 -1.09302
H 2.07469 -1.03089 -0.37839
H -0.64955 1.38197 -2.62947
H 0.18520 2.79083 0.62121
H 0.84366 2.32285 -2.57652
H 0.91028 0.56544 -2.82703
H -0.92711 1.37130 0.83422
H -1.16621 2.56135 -0.54392
H -1.11046 -1.65293 -1.88152
H -2.02941 -0.48860 -0.78428
C 0.02914 -2.10473 1.59296
C 0.03091 -0.61044 1.27298
C -1.10961 0.13974 1.73220
O 1.26803 -0.10595 1.75953
H 1.21007 0.85168 1.84778
H -0.03917 -2.24460 2.67260
H -0.81952 -2.58382 1.11225
H 0.95708 -2.56348 1.25035
H -2.09251 -0.23576 1.47931
H -1.02201 0.66437 2.67712
```

The calculation puts the frontier orbital gap (alpha / beta) at 0.2781 / 0.2645 Eh. The LUMO energy (alpha / beta) comes out at 0.1294 / 0.1718 eV. The calculation puts the energy above the lowest of the compared OMol25 structures with the same formula, charge and spin at 126.5 kcal per mole. As for the multiplicity: 1. The total charge is 0. The value obtained for the highest occupied orbital energy (alpha / beta) is -7.44 / -7.03 eV. The calculation puts the max |F| at 2.62 eV/A.



This record from the OMol25 dataset describes the molecule C8H17NO4S. The level of theory is ωB97M-V with the def2-TZVPD basis set.

Geometry as XYZ:
```
31
Properties=species:S:1:pos:R:3
C 1.31536 0.58128 3.72715
C 0.06367 0.34877 3.31079
C -0.18746 -0.43959 1.97028
C -0.26681 0.63367 0.85427
C -0.60223 0.11219 -0.57224
C -1.64871 -0.91851 -0.57768
C -1.04202 1.48386 -1.32907
C 0.65855 -0.47620 -1.28037
N 0.34687 -1.21223 -2.46114
O 1.44619 -1.40369 -0.41937
S 1.93050 0.77337 -1.77510
O 1.91783 1.00631 -3.19348
O 1.99823 1.84250 -0.85199
O 3.17723 -0.19825 -1.46138
H 1.30741 1.19576 4.58622
H 2.31730 0.29090 3.29407
H -0.89344 0.78708 3.55827
H 0.50331 -1.21923 1.81865
H -1.06993 -0.95579 2.13047
H -1.06358 1.32506 1.11140
H 0.79977 1.12436 0.77715
H -1.44455 -1.72136 0.08834
H -2.51434 -0.37979 -0.23726
H -1.71346 -1.38454 -1.54021
H -0.44887 2.17774 -0.89431
H -0.77320 1.53875 -2.34225
H -2.17898 1.76172 -1.15544
H -0.37062 -0.78059 -3.02008
H 1.14147 -1.29436 -2.95869
H 1.46600 -2.27125 -0.81768
H 3.36442 -0.24872 -0.44967
```

The calculation puts the frontier orbital gap at 0.3705 Eh. The LUMO energy comes out at 0.4838 eV. The calculation puts the energy above the lowest of the compared OMol25 structures with the same formula, charge and spin at 35.1 kcal per mole. As for the multiplicity: 1. The total charge is 0. The value obtained for the highest occupied orbital energy is -9.60 eV. As for the SMILES: C=CCCC(C)(C)[C@](N)(O)S(=O)(=O)O. The calculation puts the max |F| at 4.23 eV/A.



This record from the OMol25 dataset describes a structure of composition C8H17O5Pt. The level of theory is ωB97M-V with the def2-TZVPD basis set.

Geometry as XYZ:
```
31
Properties=species:S:1:pos:R:3
Pt -0.02209 0.47777 0.05630
C 2.42408 -1.28831 -0.45736
O 1.97034 -0.11764 0.26224
C 2.42245 -0.04233 1.63386
C 1.55410 -0.93668 2.49582
O 0.22274 -0.47517 2.29589
C -0.77787 -1.12728 3.08417
H 3.49540 -1.38988 -0.29644
H 2.22034 -1.10576 -1.50744
H 1.89579 -2.17713 -0.11488
H 2.31120 1.00170 1.91753
H 3.47411 -0.32182 1.67846
H 1.85025 -0.83182 3.54259
H 1.63291 -1.99171 2.21593
H -0.54719 -1.00835 4.14296
H -0.83451 -2.18866 2.83393
H -1.72104 -0.63896 2.85792
C -3.66039 2.26788 0.27388
C -2.63396 1.71371 -0.68121
C -3.20661 1.28504 -2.01859
O -2.03023 0.49558 -0.03502
C -1.48520 2.67602 -0.92525
O -1.68280 3.81056 -1.23929
O -0.24036 2.18809 -0.84319
H -4.48523 1.56819 0.40162
H -4.04127 3.19936 -0.14381
H -3.21744 2.49003 1.24405
H -4.06891 0.63124 -1.87408
H -2.45412 0.78389 -2.63006
H -3.53787 2.17338 -2.55459
H -2.37452 -0.28095 -0.49744
```

The calculation puts the frontier orbital gap at 0.3135 Eh. The LUMO energy comes out at -4.6442 eV. The calculation puts the energy above the lowest of the compared OMol25 structures with the same formula, charge and spin at 28.7 kcal per mole. As for the multiplicity: 1. The total charge is +1. The value obtained for the highest occupied orbital energy is -13.17 eV. The calculation puts the max |F| at 1.66 eV/A.



This record from the OMol25 dataset describes a structure of composition C8H18AlBCl2FO3. The level of theory is ωB97M-V with the def2-TZVPD basis set.

Geometry as XYZ:
```
34
Properties=species:S:1:pos:R:3
C -1.27393 -3.57341 -4.54543
C -0.38924 -2.34821 -4.25199
B 0.06051 -2.24402 -2.71723
O -0.07189 -3.46084 -1.99315
Al 0.78012 -0.49336 -1.72537
F 1.52491 -0.99745 -0.23616
C -0.81154 0.77279 -1.43916
C -0.85474 1.54506 -0.14187
O 0.45797 1.61618 0.48223
C 0.47087 2.10093 1.73011
O -0.21950 1.65911 2.65091
C 1.42786 3.23475 1.97974
C 2.32640 2.92109 3.20216
H -0.70355 -4.48475 -4.42748
H -1.67508 -3.55689 -5.55239
H -2.08351 -3.64477 -3.83245
H -0.92551 -1.46139 -4.57944
H 0.48964 -2.42910 -4.88760
H 0.81247 -3.78132 -1.82855
H 1.92090 0.28201 -2.59409
H -0.80359 1.47058 -2.26879
H -1.71575 0.17764 -1.49398
H -1.54476 1.08332 0.55084
H -1.16914 2.56997 -0.32157
H 0.84429 4.10832 2.23103
H 2.02380 3.45460 1.10795
H 3.33338 3.25577 3.00788
H 1.91919 3.39293 4.08260
H 2.31316 1.85958 3.39481
C -1.29882 -0.54392 4.74704
Cl -2.27930 -1.93630 5.24119
Cl -0.24217 0.01173 6.05304
H -0.68443 -0.82778 3.90250
H -1.95903 0.26717 4.47268
```

The calculation puts the frontier orbital gap at 0.2425 Eh. The LUMO energy comes out at 2.7423 eV. As for the multiplicity: 1. The total charge is -1. The value obtained for the highest occupied orbital energy is -3.86 eV. The calculation puts the max |F| at 1.57 eV/A.